The following is a DFT calculation (ωB97M-V with the def2-TZVPD basis set) of a molecular structure, C34H50As3ClN7O5S2Tl.

The value obtained for the total energy is -10221.0515 Ha. The calculation puts the energy above the lowest of the compared OMol25 structures with the same formula, charge and spin at 18.1 kJ/mol. The calculation puts the HOMO-LUMO gap at 0.23884 Eh. Its spin multiplicity is 1. As for the net charge: +2.

Element x y z (Å)
Tl (-0.0695, -0.5084, 0.0265)
C (-0.8006, 2.0582, -2.5668)
As (-1.6713, 0.5529, -1.7336)
C (-3.0141, 1.3940, -0.6252)
C (-2.7778, -0.5462, -2.9059)
C (-2.3723, -1.0019, -4.3108)
C (-1.9529, 0.1901, -5.1763)
C (-1.2683, -2.0603, -4.2860)
As (0.4965, -1.4621, -3.6656)
C (1.3088, -3.2364, -3.5501)
C (1.3298, -0.9251, -5.3504)
C (-3.6400, -1.6044, -4.9606)
As (-4.8349, -3.0152, -4.2192)
C (-3.6660, -4.1676, -3.1409)
C (-5.6827, -2.0611, -2.7143)
H (-1.4861, 2.5332, -3.2659)
H (0.0999, 1.7330, -3.0819)
H (-0.5496, 2.7569, -1.7688)
H (-3.5947, 2.0871, -1.2331)
H (-2.5245, 1.9270, 0.1885)
H (-3.6785, 0.6300, -0.2229)
H (-3.6809, 0.0679, -2.9794)
H (-3.0148, -1.4014, -2.2767)
H (-1.0333, 0.6554, -4.8182)
H (-2.7346, 0.9530, -5.1990)
H (-1.7768, -0.1308, -6.2041)
H (-1.1469, -2.4773, -5.2892)
H (-1.5489, -2.8819, -3.6251)
H (1.1493, -3.7776, -4.4825)
H (0.8559, -3.7901, -2.7292)
H (2.3802, -3.1415, -3.3749)
H (1.1097, -1.6582, -6.1262)
H (2.4085, -0.8775, -5.2030)
H (0.9825, 0.0540, -5.6727)
H (-3.3516, -1.9944, -5.9401)
H (-4.3469, -0.7942, -5.1724)
H (-2.9548, -4.6882, -3.7811)
H (-4.3170, -4.9191, -2.6928)
H (-3.1435, -3.6454, -2.3399)
H (-6.0402, -1.0850, -3.0435)
H (-5.0200, -1.9453, -1.8557)
H (-6.5504, -2.6444, -2.4079)
O (4.2462, 2.3746, 2.0981)
C (4.1880, 1.2260, 2.7460)
O (5.0813, 0.4134, 2.7075)
C (2.9244, 0.8994, 3.4673)
C (2.8081, 0.0321, 4.5365)
Cl (3.9901, -0.6508, 5.5345)
N (1.5012, -0.2665, 4.6787)
N (0.7649, 0.3062, 3.7072)
C (1.6011, 1.0399, 3.0103)
C (1.1018, 1.8548, 1.8712)
O (1.6864, 2.8976, 1.6038)
O (0.0901, 1.3829, 1.2113)
C (0.8611, -1.1243, 5.6315)
C (0.9655, -0.8539, 6.9847)
C (0.3261, -1.6938, 7.8864)
C (-0.4113, -2.7768, 7.4309)
C (-0.5115, -3.0303, 6.0679)
C (0.1307, -2.2045, 5.1593)
H (3.3668, 2.8243, 2.0938)
H (1.5345, -0.0012, 7.3303)
H (0.4032, -1.4952, 8.9466)
H (-0.9062, -3.4270, 8.1398)
H (-1.0765, -3.8832, 5.7141)
H (0.0811, -2.3927, 4.0935)
C (4.4912, 0.9997, -1.8717)
C (3.5203, 1.9209, -1.5245)
C (2.3195, 1.4650, -1.0049)
N (2.0718, 0.1657, -0.8188)
C (3.0025, -0.7276, -1.1808)
C (4.2209, -0.3546, -1.7051)
H (5.4456, 1.3262, -2.2625)
H (3.6813, 2.9837, -1.6352)
H (1.5487, 2.1589, -0.6992)
H (2.7455, -1.7747, -1.0557)
H (4.9462, -1.1093, -1.9756)
C (-4.6951, -1.0202, 3.8950)
N (-3.8083, -1.1431, 2.7501)
C (-4.0109, -2.0463, 1.6331)
C (-2.7216, -1.8426, 0.8589)
O (-2.4320, -2.3356, -0.2210)
N (-1.9147, -0.9856, 1.5451)
C (-2.5876, -0.6029, 2.6590)
N (-2.0857, 0.2329, 3.5457)
H (-5.6328, -1.5162, 3.6608)
H (-4.9162, 0.0273, 4.1016)
H (-4.2676, -1.4890, 4.7835)
H (-4.8770, -1.7788, 1.0242)
H (-4.1134, -3.0866, 1.9498)
H (-1.0877, 0.4693, 3.5009)
H (-2.5885, 0.4350, 4.3937)
S (0.6030, -2.9735, 0.3049)
C (2.1470, -3.0736, 1.0379)
N (2.9545, -4.0974, 0.8795)
C (4.1449, -4.1239, 1.7454)
C (4.4267, -2.6657, 2.0861)
S (2.7907, -1.8667, 2.0743)
H (2.6775, -4.8922, 0.3197)
H (4.9736, -4.5888, 1.2176)
H (3.9116, -4.7079, 2.6377)
H (5.0499, -2.1661, 1.3466)
H (4.8809, -2.5296, 3.0634)